Entry 1:
The following is a quantum chemistry calculation of a cluster of 2 separate species, C2H4N2S2 in total in a non-equilibrium geometry, from the Open Molecules 2025 dataset.

Each atom is followed by the atoms it is bonded to, with distances in Å.
Element x y z (Å)
1 C -0.9487 0.0893 -0.4021  C2 1.325, H7 1.011, H8 1.098
2 C -1.0569 -1.0521 0.2613  C1 1.325, H9 1.047, H10 1.031
3 N 1.7591 0.5021 -0.4321  N4 1.176, S6 1.525
4 N 1.3475 0.9833 0.5587  N3 1.176, S5 1.505
5 S 0.5694 1.8700 1.4932  N4 1.505
6 S 2.1536 -0.5942 -1.4165  N3 1.525
7 H -0.5162 0.0989 -1.3158  C1 1.011
8 H -1.3996 1.0035 0.0070  C1 1.098
9 H -1.3488 -0.9902 1.2646  C2 1.047
10 H -0.5595 -1.9107 -0.0183  C2 1.031

Computed properties:
F_max   6.1 eV/A
Energy relative to the best compared isomer or geometry (same formula, charge and spin)   114.7 kcal per mole
HOMO-LUMO gap   7.8 eV
Structure (SMILES)   S=NN=S.C=C
Lowest unoccupied orbital energy   -0.02599 hartree
Energy   -26785.041 eV

Here is what Löwdin gives for the atomic charges, in e:
1 C -0.16
2 C -0.05
3 N -0.61
4 N -0.62
5 S 0.72
6 S 0.67
7 H -0.02
8 H 0.03
9 H 0.04
10 H 0.02


Entry 2:
The following is a quantum chemistry calculation of a cluster of 2 separate species, C7H19BN2O5P in total, from the Open Molecules 2025 dataset.

Each atom is followed by the atoms it is bonded to, with distances in Å.
Element x y z (Å)
1 N 4.0376 -1.0414 2.4582  B2 1.440, H13 1.016, H14 1.017
2 B 3.0183 -1.0469 1.4415  N1 1.440, O3 1.367, C4 1.608
3 O 3.1295 -1.7975 0.3044  B2 1.367, H15 0.968
4 C 1.6887 -0.1431 1.4729  B2 1.608, N5 1.508, C8 1.549, H16 1.095
5 N 1.1796 0.2888 0.1207  C4 1.508, C6 1.504, H17 1.021, H18 1.019
6 C 0.1113 1.2792 0.4935  N5 1.504, C7 1.536, H19 1.089, H20 1.088
7 C -0.6509 0.5160 1.5874  C6 1.536, C8 1.576, H21 1.087, H22 1.090
8 C 0.3608 -0.5498 2.1581  C4 1.549, C7 1.576, P9 1.846, H23 1.091
9 P -0.2053 -2.3066 2.1084  C8 1.846, O10 1.453, O11 1.604, O12 1.586
10 O -0.7590 -2.6636 3.4037  P9 1.453
11 O -1.2049 -2.4776 0.8657  P9 1.604, H24 0.960
12 O 1.0554 -3.1851 1.7154  P9 1.586, H25 0.967
13 H 3.6805 -0.7906 3.3756  N1 1.016
14 H 4.7822 -0.3729 2.2786  N1 1.017
15 H 3.9795 -2.2572 0.2425  O3 0.968
16 H 1.9559 0.7848 1.9895  C4 1.095
17 H 0.6816 -0.5194 -0.2564  N5 1.021
18 H 1.8835 0.5855 -0.5539  N5 1.019
19 H -0.4789 1.5579 -0.3780  C6 1.089
20 H 0.6176 2.1639 0.8747  C6 1.088
21 H -0.9800 1.1745 2.3873  C7 1.087
22 H -1.5514 0.0742 1.1599  C7 1.090
23 H 0.4225 -0.3810 3.2338  C8 1.091
24 H -1.4184 -1.7039 0.3393  O11 0.960
25 H 1.4273 -3.0652 0.8310  O12 0.967
26 C -3.0820 0.4882 -3.9173  C27 1.506, H30 1.087, H31 1.092, H32 1.091
27 C -2.0606 1.4589 -3.3868  C26 1.506, O28 1.214, C29 1.509
28 O -0.8714 1.2194 -3.4185  C27 1.214
29 C -2.5811 2.7500 -2.8031  C27 1.509, H33 1.092, H34 1.090, H35 1.088
30 H -2.5867 -0.3970 -4.3075  C26 1.087
31 H -3.7778 0.2034 -3.1256  C26 1.092
32 H -3.6649 0.9571 -4.7113  C26 1.091
33 H -3.2349 2.5385 -1.9543  C29 1.092
34 H -3.1633 3.2967 -3.5454  C29 1.090
35 H -1.7403 3.3619 -2.4838  C29 1.088

Computed properties:
F_max   0.9 eV/A
Energy relative to the best compared isomer or geometry (same formula, charge and spin)   4.7 kcal per mole
HOMO-LUMO gap   9.2 eV
Total charge   +1
Lowest unoccupied orbital energy   -0.12699 hartree
Energy   -30748.343 eV

Here is what Löwdin gives for the atomic charges, in e:
1 N 0.19
2 B -0.57
3 O 0.15
4 C -0.14
5 N 0.11
6 C -0.08
7 C -0.11
8 C -0.24
9 P 0.44
10 O -0.22
11 O -0.09
12 O -0.09
13 H 0.09
14 H 0.10
15 H 0.14
16 H 0.15
17 H 0.17
18 H 0.20
19 H 0.13
20 H 0.14
21 H 0.13
22 H 0.11
23 H 0.14
24 H 0.06
25 H 0.08
26 C -0.02
27 C -0.51
28 O 0.04
29 C -0.03
30 H 0.08
31 H 0.09
32 H 0.09
33 H 0.09
34 H 0.09
35 H 0.08